This record from OMol25 describes a molecular structure, C35H66Br20N4O7S3 in a non-equilibrium geometry. The level of theory is wB97M-V/def2-TZVPD.

DFT total energy = -1491011.4629 eV
HOMO level = -8.25 eV
Gap between HOMO and LUMO = 8.471 eV

Each line ends with the Mulliken charge.
Atoms and positions in Å:
C: -0.36427 6.32094 -3.73389  -0.612
H: -2.52302 1.45405 1.69068  0.767
C: -8.72043 -0.01616 -4.91473  -0.582
H: 3.01972 -0.41790 -5.44782  0.350
H: -8.35743 2.08128 -4.46140  0.363
H: -1.01465 7.16366 -3.95994  0.413
C: -0.21424 1.45250 2.40453  -2.407
O: -3.95259 2.29288 -0.56258  -0.262
C: 0.86670 -3.09596 3.95399  -0.867
Br: 6.64061 4.19960 4.75154  -0.115
H: 0.44254 1.08227 -0.09804  0.621
Br: 1.43897 -1.02965 -3.01040  0.046
C: -0.19217 6.17186 -2.24689  -0.571
Br: -0.37507 -6.21938 -1.30852  -0.134
H: 0.12309 -12.09003 0.11089  0.347
H: 2.48301 1.17353 -3.45726  0.249
C: -1.45185 -8.80308 -7.22316  -0.506
C: -1.36921 -4.97024 -3.69104  -0.444
Br: -2.92275 1.26207 5.22329  -0.095
H: -0.48741 3.58658 2.21431  -0.497
H: -0.43127 -8.50302 -7.43987  0.363
C: 1.36013 1.42483 2.47535  2.135
Br: -0.34592 -9.54573 -4.69273  -0.168
Br: 7.93208 5.95637 1.77575  -0.145
Br: 1.32538 6.73234 -4.61236  -0.171
H: 4.34822 0.63012 -4.91616  0.444
N: 3.20165 3.88087 3.44170  -0.006
H: 1.00280 -3.66329 3.02961  0.350
C: 1.29514 -0.67364 0.87250  1.001
H: -9.38359 0.07726 -5.77254  0.345
H: 3.87681 3.52076 5.80953  0.309
H: -4.25914 0.81676 -5.07789  0.308
H: -0.06138 -3.45798 4.41034  0.522
H: 0.71654 7.82492 0.75176  0.300
H: -0.50267 2.73558 0.60428  0.194
O: 3.27929 0.35773 1.57093  -0.565
Br: -2.40624 -7.20331 -6.65594  -0.130
H: 6.42777 3.51317 2.35763  0.063
C: 2.11171 -0.94665 3.24563  -2.525
C: -3.87922 -0.05362 -3.16130  -0.354
H: 1.98118 -4.69412 5.55344  0.138
H: -2.75534 1.39272 -4.33445  0.447
O: 3.08888 1.51491 -0.67245  -0.475
H: 0.83931 -3.82140 -0.39486  0.119
C: 1.36910 -2.03870 0.68891  -0.490
H: 1.07890 8.38049 2.39625  0.411
Br: 4.83256 -1.72081 -4.34515  -0.188
H: 4.69538 1.67816 4.83631  0.404
C: 1.65472 1.95487 3.92096  -2.206
H: -0.53710 -0.20927 -1.88136  1.277
H: 3.01298 8.61641 0.66349  0.409
C: 1.34754 7.66567 1.62463  -0.637
O: 4.34634 2.54030 0.94952  -0.640
H: -4.88177 -0.18614 -2.76417  0.281
Br: 3.94598 7.84334 2.81344  -0.149
C: -1.57344 -6.19974 -2.84388  0.038
H: -4.07250 3.92126 4.77101  0.328
H: -4.69957 2.22091 6.64246  0.334
S: 3.20774 1.71130 0.72726  1.324
H: 0.43817 6.94213 -1.81197  0.376
C: 2.80297 7.71947 1.24339  -0.600
H: -0.32271 -4.73032 -3.85792  0.403
H: 0.90642 2.72914 4.14631  0.453
N: 3.03319 3.00292 5.59476  -0.712
C: -1.54253 -9.88909 -6.18770  -0.627
H: 2.82677 -1.71128 2.92463  1.119
S: -3.24320 3.36728 0.38186  1.242
H: -3.54708 -0.98345 -3.61871  0.157
H: -1.21438 -10.84106 -6.60075  0.357
H: -0.04712 -1.44681 2.99944  0.052
Br: 0.60592 4.46310 -1.78786  -0.040
Br: -1.63878 -13.05295 -3.15065  -0.133
Br: -6.93736 -0.20665 -5.67351  -0.117
H: 4.04118 3.91145 2.88417  0.184
H: -0.62887 0.55696 1.92385  0.687
H: 2.37922 4.14877 2.92791  -0.259
H: -2.58401 -6.28632 -2.45647  0.396
H: 2.56581 -0.45751 4.11034  0.880
C: 1.94192 0.04274 2.07864  0.444
H: -2.54005 -10.00359 -5.77477  0.383
C: 0.77338 -1.57649 3.71815  -0.211
Br: -2.27011 -11.49626 0.13617  -0.137
C: 8.46337 4.24967 2.54227  -0.635
C: -8.82433 1.19952 -4.03210  -0.570
C: -0.69526 -12.43366 -0.51880  -0.567
H: 3.12812 6.84643 0.68453  0.320
C: -0.42124 -12.10762 -1.96249  -0.446
O: 1.84356 2.25118 1.38575  0.281
C: 3.67822 -0.17545 -4.61959  -0.624
H: -1.16101 6.17264 -1.74777  0.263
S: 2.27767 -3.46920 5.07169  -0.278
H: -1.86787 -5.08426 -4.65109  0.129
H: -0.86298 -13.49221 -0.34603  0.386
C: 0.57554 0.00514 -0.13542  0.035
H: 4.76250 1.97785 3.20185  -0.053
C: 0.03078 -0.76231 -1.12680  -2.291
H: 1.52194 1.17603 4.67653  0.721
H: 9.19400 4.45772 3.31780  0.411
H: 2.93123 2.17944 6.18011  0.289
Br: -7.98466 0.90061 -2.30450  -0.118
H: -0.51949 -11.05046 -2.18671  0.189
H: -0.75719 5.42627 -4.20647  0.356
H: 1.93084 -2.61960 1.41329  0.815
H: -1.93917 -9.11254 -8.14559  0.339
H: 3.55948 0.16805 -2.47432  0.287
H: -9.86699 1.41687 -3.80838  0.343
H: -3.10548 2.54208 7.34957  0.369
H: -1.32491 -7.09935 -3.40515  -0.222
H: 0.57356 -12.44481 -2.24787  0.347
H: 8.94593 3.71136 1.72877  0.387
Br: -1.96277 4.76292 5.79116  -0.109
H: -4.35594 4.61348 6.37905  0.370
C: 7.26809 3.48723 3.04693  -0.289
C: -0.78781 2.69589 1.65825  1.374
H: -0.64020 1.48266 3.41472  0.180
C: -3.77824 1.08334 -4.13962  -0.728
N: 0.06901 -2.11889 -1.28088  -0.206
Br: 0.86227 5.90367 2.29291  0.070
C: 3.03315 2.64163 4.15455  0.351
C: 2.93515 0.18770 -3.35888  -0.415
Br: -2.18834 -3.40000 -2.87737  -0.109
C: -2.34454 2.53980 1.72410  -1.237
O: -2.37865 4.16006 -0.43801  -0.507
C: 0.76233 -2.73647 -0.35704  -1.672
C: -3.72682 3.93978 5.80075  -0.632
H: -2.74476 2.90512 2.67103  -0.106
Br: -4.73168 2.65152 -3.50307  -0.125
H: 7.53139 2.45141 3.25501  0.402
H: 0.46358 -1.13615 4.67488  0.516
Br: -2.68900 0.20943 -1.63312  0.035
O: -4.22379 4.18548 1.01528  -0.719
H: -8.93825 -0.94107 -4.38992  0.378
N: 4.16896 1.70299 3.97542  -0.215
C: -3.69125 2.57462 6.43622  -0.531
H: -3.35534 1.52980 -0.69589  0.109